# 1
10 unconnected molecules or ions with the total composition C39H62N2O24, computed with ωB97M-V/def2-TZVPD.

Geometry as XYZ:
```
127
Properties=species:S:1:pos:R:3
C 2.776 -0.762 5.312
C 2.543 0.391 4.392
C 3.297 1.692 4.700
O 3.686 2.114 3.399
C 3.514 1.174 2.566
O 3.850 1.257 1.382
O 3.014 0.007 3.148
H 1.925 -1.512 5.151
H 2.833 -0.405 6.363
H 3.721 -1.252 5.200
H 1.466 0.598 4.252
H 4.236 1.494 5.208
H 2.612 2.441 5.085
C -0.319 -6.391 1.162
C -0.615 -4.912 0.917
C -1.101 -4.586 -0.439
O -2.326 -4.043 -0.169
C -2.599 -3.939 1.070
O -3.697 -3.636 1.553
O -1.543 -4.399 1.827
H 0.167 -6.881 0.283
H -1.226 -6.935 1.249
H 0.230 -6.663 2.071
H 0.293 -4.345 1.161
H -1.207 -5.455 -1.096
H -0.548 -3.736 -0.893
C 3.223 -3.374 1.838
C 3.409 -2.184 0.881
C 4.871 -1.743 0.691
O 4.933 -1.252 -0.629
C 3.913 -1.705 -1.382
O 3.730 -1.655 -2.590
O 3.101 -2.349 -0.522
H 3.856 -4.222 1.489
H 2.218 -3.759 1.854
H 3.423 -3.156 2.884
H 2.763 -1.376 1.221
H 5.560 -2.592 0.653
H 5.304 -1.155 1.495
C -1.156 -0.764 -0.390
C 0.215 -0.644 0.252
C 0.343 0.644 1.128
O 0.012 0.067 2.349
C 0.055 -1.241 2.391
O 0.003 -1.942 3.413
O 0.262 -1.701 1.232
H -1.368 -0.057 -1.194
H -1.913 -0.643 0.345
H -1.323 -1.749 -0.791
H 1.059 -0.698 -0.410
H -0.353 1.480 0.915
H 1.313 1.102 1.194
C -3.333 -1.747 -2.887
C -4.102 -0.718 -1.956
C -5.399 -0.138 -2.583
O -6.436 -0.728 -1.835
C -5.974 -1.370 -0.877
O -6.721 -1.926 -0.044
O -4.609 -1.460 -0.852
H -2.690 -2.427 -2.280
H -2.794 -1.373 -3.801
H -4.046 -2.458 -3.285
H -3.505 0.099 -1.622
H -5.343 -0.317 -3.697
H -5.285 0.940 -2.413
C 0.335 -1.121 -6.107
C 0.966 -1.924 -5.002
C 0.547 -1.473 -3.626
O 0.166 -2.731 -3.008
C 0.133 -3.707 -3.953
O -0.280 -4.842 -3.779
O 0.513 -3.260 -5.103
H 0.710 -0.100 -6.121
H -0.725 -1.086 -5.904
H 0.444 -1.507 -7.144
H 2.000 -1.978 -5.231
H -0.282 -0.797 -3.689
H 1.247 -0.980 -2.966
C 1.345 2.647 -6.262
C 1.591 3.168 -4.879
C 0.355 3.748 -4.187
O 0.118 2.877 -3.058
C 1.068 2.109 -2.863
O 1.192 1.329 -1.948
O 1.936 2.210 -3.880
H 2.104 1.971 -6.590
H 1.309 3.393 -7.054
H 0.407 2.061 -6.257
H 2.292 4.032 -4.936
H -0.550 3.753 -4.728
H 0.391 4.677 -3.729
C -1.202 0.858 5.353
O -1.791 -0.181 4.679
C -2.828 0.172 3.841
O -3.321 1.459 3.752
O -3.357 -0.862 3.151
C -4.426 -0.675 2.254
H -0.968 1.697 4.703
H -0.310 0.491 5.818
H -1.743 1.203 6.213
H -4.919 -1.585 1.953
H -4.077 -0.196 1.367
H -5.212 -0.052 2.668
C 4.069 5.058 2.542
C 3.087 5.409 1.441
C 2.152 4.240 1.072
C 1.261 3.755 2.178
N 0.537 3.390 3.016
H 3.534 4.862 3.458
H 4.698 5.874 2.830
H 4.652 4.219 2.280
H 3.539 5.869 0.565
H 2.498 6.245 1.832
H 2.691 3.410 0.595
H 1.409 4.408 0.317
C -1.238 3.892 -0.359
C -2.645 3.394 -0.500
C -3.133 2.414 0.559
C -4.553 2.110 0.161
N -5.651 1.828 -0.133
H -0.508 3.083 -0.331
H -1.150 4.529 0.547
H -1.066 4.558 -1.223
H -2.810 3.029 -1.515
H -3.260 4.324 -0.295
H -3.024 2.798 1.526
H -2.519 1.532 0.603
```

Spin multiplicity = 1
HOMO energy = -0.3613 hartree
SMILES = C[C@H]1COC(=O)O1.C[C@H]1COC(=O)O1.C[C@H]1COC(=O)O1.C[C@H]1COC(=O)O1.C[C@H]1COC(=O)O1.C[C@H]1COC(=O)O1.C[C@H]1COC(=O)O1.COC(=O)OC.CCCC#N.CCCC#N

=====

# 2
A molecular structure, C15H11F5N2RhS2Si, computed with ωB97M-V/def2-TZVPD.

Geometry as XYZ:
```
37
Properties=species:S:1:pos:R:3
Rh 0.510 0.068 0.404
S 0.441 2.292 0.269
C 1.301 2.822 -1.147
C 1.333 4.149 -1.569
C 2.067 4.504 -2.689
C 2.090 5.876 -3.106
N 2.112 6.980 -3.428
C 2.772 3.520 -3.410
C 2.724 2.197 -2.999
C 1.991 1.847 -1.870
S 1.903 0.202 -1.293
C 3.542 3.869 -4.569
N 4.163 4.148 -5.495
H 0.784 4.907 -1.025
H 3.260 1.442 -3.559
C 0.511 -2.754 5.626
Si 0.580 -3.613 3.960
C 2.152 -4.630 3.855
C -0.899 -4.755 3.802
C 0.558 -2.378 2.627
C 0.565 -1.522 1.754
H 0.519 -3.481 6.443
H -0.394 -2.151 5.711
H 1.368 -2.088 5.750
H 2.197 -5.359 4.668
H 3.032 -3.986 3.921
H 2.203 -5.169 2.908
H -0.927 -5.482 4.618
H -0.865 -5.300 2.857
H -1.828 -4.182 3.820
F -1.627 -1.745 -0.136
C -1.238 -0.459 -0.373
F -2.214 0.330 0.177
C -1.409 -0.311 -1.907
F -0.649 -1.181 -2.572
F -2.689 -0.562 -2.245
F -1.126 0.920 -2.338
```

Spin multiplicity = 1
Net charge = -1
HOMO energy = -0.2037 hartree

=====

Going through the records in order, we get energy above the lowest of the compared OMol25 structures with the same formula, charge and spin values of 0.0000, 0.0000 eV.
Going through the records in order, we get strongest force on any atom values of 0.1610, 0.0157 Eh/bohr.
Going through the records in order, we get DFT total energy values of -3438.4857, -2383.5566 a.u..